1.
DFT (wB97M-V/def2-TZVPD) results for a molecular structure, C28H26B2InN8O18 at a distorted geometry.

The highest occupied orbital energy is -12.734 eV. As for the energy: -84749.65556 eV. The max |F| is 5.87 eV/Å. For the LUMO energy, the calculation gives -10.36 eV. As for the total charge: +1. Its molar mass is 899.0 g/mol.

Atoms and positions in Å:
H  4.869  -32.522  11.237
O  4.929  -21.123  12.112
H  14.102  -21.593  14.474
O  5.914  -23.253  11.370
C  11.178  -30.637  10.883
C  13.636  -27.290  10.978
H  13.005  -22.516  17.980
H  7.005  -31.264  13.116
H  14.644  -26.720  9.221
B  6.153  -21.862  11.915
C  8.660  -26.811  12.293
O  8.389  -22.155  9.232
C  14.394  -24.792  12.007
H  11.798  -24.184  10.875
H  4.299  -31.855  9.658
H  10.955  -28.662  15.372
C  11.173  -28.599  16.438
C  10.223  -24.825  9.582
N  13.267  -25.377  14.128
N  9.432  -29.285  9.477
H  14.415  -19.994  13.804
O  8.541  -24.784  14.967
O  8.585  -23.075  16.387
C  11.033  -23.767  10.220
H  12.750  -27.698  12.793
N  8.441  -30.623  15.984
O  8.066  -27.395  11.420
C  4.715  -20.921  13.429
C  8.031  -31.042  13.409
C  13.305  -20.932  12.522
C  8.273  -30.802  14.859
O  10.412  -21.998  14.355
C  5.675  -30.570  10.695
C  9.793  -27.406  13.118
C  13.335  -26.950  12.279
O  10.156  -24.071  13.406
O  10.321  -28.497  12.963
H  11.337  -31.548  10.305
In  6.803  -21.676  18.340
C  12.268  -21.951  17.409
H  10.343  -29.006  17.015
H  8.429  -30.363  12.656
C  11.007  -21.795  18.103
H  11.378  -27.590  16.796
O  12.822  -26.212  14.884
C  13.661  -25.659  12.767
C  10.181  -29.884  10.132
C  5.134  -31.942  10.354
H  12.683  -20.943  17.419
C  5.970  -21.498  14.169
O  13.508  -24.269  14.569
O  3.784  -20.502  14.073
H  15.449  -24.534  10.152
C  14.411  -26.414  10.230
N  13.298  -29.908  17.119
O  6.822  -21.895  13.194
H  12.763  -20.413  14.489
N  9.995  -21.602  18.630
N  9.574  -25.696  9.111
H  13.215  -28.189  10.552
O  7.092  -21.341  10.917
N  13.050  -21.039  11.419
O  6.826  -24.643  9.872
B  9.338  -25.216  13.783
N  6.063  -29.506  10.879
O  10.094  -26.504  13.982
O  6.178  -21.662  15.354
H  8.584  -31.982  13.403
H  11.479  -23.072  9.509
O  8.482  -25.529  12.685
C  8.914  -23.656  15.335
C  6.756  -23.571  10.472
H  12.175  -22.371  16.408
H  12.182  -30.215  10.918
C  12.358  -29.347  16.837
C  14.809  -25.152  10.764
C  9.973  -23.157  14.324
H  10.239  -23.303  10.804
C  7.575  -22.278  10.106
C  13.647  -20.753  13.950
H  10.810  -30.814  11.894
H  14.780  -23.853  12.376
H  5.900  -32.562  9.888


2.
DFT (wB97M-V/def2-TZVPD) results for a molecular structure, C28H26B3F4KN6O8 at a distorted geometry.

The highest occupied orbital energy is -1.946 eV. As for the energy: -84014.04970 eV. The max |F| is 1.18 eV/Å. For the LUMO energy, the calculation gives 4.20 eV. As for the total charge: -2. Its molar mass is 722.1 g/mol. Its relative energy (zero: lowest compared OMol25 entry of this formula, charge and spin) is 1.551 eV.

Atoms and positions in Å:
O  0.450  -2.553  -1.496
H  -1.535  -0.982  4.547
C  -4.920  0.404  -2.485
N  1.409  -0.821  1.637
H  4.841  -5.452  -1.278
O  2.277  -1.788  1.212
H  4.518  2.722  -0.993
H  3.482  -7.269  2.386
H  5.186  -7.039  0.629
H  -6.804  1.414  -2.346
H  4.761  -1.854  -4.226
C  -0.583  -0.194  2.778
C  1.968  -4.983  0.466
C  0.352  -2.027  -2.767
C  1.434  -2.249  -3.767
C  2.759  -1.934  -3.480
H  -2.313  -1.437  3.012
H  0.055  -2.956  -5.239
H  -6.712  1.504  0.149
H  -2.835  -0.567  -3.717
H  -2.480  0.212  3.627
N  0.649  2.519  0.479
C  1.845  2.861  0.194
C  3.732  -2.107  -4.455
N  -0.407  0.986  2.326
H  -0.514  -3.124  2.353
C  2.768  1.760  -0.239
C  2.367  4.245  0.468
K  -0.569  -0.073  -0.068
H  1.570  4.965  0.288
O  -2.844  -0.751  0.285
O  2.507  -3.949  -1.461
N  2.243  0.636  -0.537
H  4.521  2.491  0.762
H  3.228  4.480  -0.156
H  -4.805  0.537  1.372
B  1.299  -3.467  -0.964
H  1.799  -3.290  -6.974
C  2.128  -5.841  1.526
H  2.658  4.349  1.519
C  -1.801  -0.631  3.544
B  3.460  -1.179  0.539
H  1.222  -3.180  2.689
C  3.396  -2.598  -5.710
H  -4.918  0.393  -3.573
H  3.022  -1.543  -2.499
F  4.246  -2.271  0.119
C  -4.864  0.473  0.291
O  0.919  -4.158  0.191
C  -3.812  -0.162  -1.822
C  2.071  -2.911  -5.995
O  -1.381  1.887  2.563
C  -2.724  -0.639  -2.630
C  1.094  -2.734  -5.025
N  -1.626  -1.122  -2.161
H  0.079  -2.652  3.952
N  -0.675  -1.381  -3.135
C  4.246  2.031  -0.189
O  3.156  -0.416  -0.700
H  1.376  -5.919  2.301
H  4.161  -2.738  -6.465
C  0.305  -2.630  2.884
C  0.465  -1.211  2.405
F  4.160  -0.377  1.471
C  2.927  -4.861  -0.530
C  3.311  -6.586  1.562
C  4.092  -5.583  -0.508
F  -2.006  4.093  2.190
C  -5.970  0.973  -1.813
C  4.272  -6.461  0.566
F  -2.153  2.555  0.450
C  -3.762  -0.189  -0.370
O  -0.076  3.480  1.087
H  4.798  1.108  -0.305
B  -1.402  2.997  1.559
C  -5.912  1.013  -0.398